ORCA calculation (ωB97M-V/def2-TZVPD) on a molecular structure, C11H15N4O5Pt.

LUMO = -0.109 Eh
Charge = +1
Orbital gap = 10.1 eV

Atoms and positions in Å:
Pt: 0.236 -0.211 -0.550
C: -1.746 1.760 2.072
C: -1.448 0.305 2.068
N: -0.779 -0.394 1.163
C: -0.765 -1.714 1.569
C: -1.433 -1.817 2.743
N: -1.848 -0.543 3.033
C: -1.769 -2.927 3.684
O: -1.355 -4.130 3.358
O: -2.400 -2.660 4.672
C: 0.005 -2.687 0.762
O: 0.079 -3.859 1.071
O: 0.600 -2.141 -0.267
H: -1.276 2.247 1.222
H: -1.378 2.218 2.990
H: -2.822 1.928 2.015
H: -2.382 -0.326 3.865
H: -0.853 -4.147 2.502
N: -0.944 2.154 -1.823
C: -0.997 3.493 -1.923
C: -0.044 4.002 -1.070
C: 0.546 2.884 -0.473
N: -0.006 1.768 -0.933
H: -1.561 1.471 -2.231
H: -1.696 3.976 -2.584
H: 0.204 5.035 -0.907
H: 1.360 2.832 0.232
C: 3.360 -0.957 -3.544
C: 2.600 -1.161 -2.261
O: 1.437 -0.249 -2.240
H: 4.214 -1.634 -3.561
H: 3.728 0.064 -3.633
H: 2.744 -1.195 -4.414
H: 3.176 -0.880 -1.384
H: 2.234 -2.176 -2.135
H: 0.979 -0.328 -3.085

Atomic partial charges in e from the natural (NBO) method, atoms 1 to 4: number 1, Pt, carries 0.903; number 2, C, carries -0.669; number 3, C, carries 0.429; number 4, N, carries -0.463



ORCA calculation (ωB97M-V/def2-TZVPD) on C11H15NO in the gas phase.

LUMO = 0.030 Eh
Charge = 0
Orbital gap = 9.2 eV
SMILES = COc1ccc2c(c1)C[C@@H](N)CC2

Atoms and positions in Å:
C: 1.572 2.049 -3.175
C: 1.805 0.638 -1.240
C: 2.501 -0.215 -0.407
C: 1.764 -0.911 0.624
C: 0.460 -0.639 0.870
C: -0.099 -1.277 2.104
C: -1.664 -1.593 1.932
C: -2.261 -0.249 1.557
C: -1.658 0.203 0.181
C: -0.227 0.115 -0.032
C: 0.388 0.681 -1.168
H: 1.287 3.049 -2.662
H: 2.279 2.384 -3.911
H: 0.720 1.376 -3.715
H: 3.592 -0.351 -0.593
H: 2.389 -1.537 1.183
H: -0.063 -0.511 2.949
H: 0.558 -2.092 2.526
H: -2.087 -1.812 2.998
H: -1.874 -2.448 1.309
H: -2.077 0.477 2.420
H: -3.864 -1.536 1.132
H: -4.134 0.238 0.316
H: -1.972 1.189 0.051
H: -2.392 -0.343 -0.689
H: -0.218 1.220 -1.941
N: -3.785 -0.445 1.312
O: 2.357 1.375 -2.254

Atomic partial charges in e from the natural (NBO) method, atoms 1 to 4: number 1, C, carries -0.263; number 2, C, carries 0.306; number 3, C, carries -0.278; number 4, C, carries -0.148



ORCA calculation (ωB97M-V/def2-TZVPD) on a molecular structure, C11H15NO5PtSSe3Te.

LUMO (alpha / beta) = -0.257 / -0.325 Eh
Charge = +2
Orbital gap (alpha / beta) = 7.0 / 6.2 eV
Expectation value of S² = 6.02
Multiplicity = 5

Atoms and positions in Å:
Pt: 1.523 -0.335 -0.998
O: -2.302 -2.103 -2.205
C: -1.129 -1.733 -1.759
O: -0.452 -0.855 -2.262
C: -0.675 -2.520 -0.569
C: -1.366 -3.632 -0.106
C: -0.840 -4.328 0.969
C: 0.342 -3.888 1.546
C: 0.963 -2.758 1.030
N: 0.461 -2.106 -0.018
C: 2.262 -2.212 1.553
O: 2.709 -2.578 2.726
O: 2.888 -1.412 0.890
H: -2.560 -1.613 -3.001
H: -2.280 -3.945 -0.589
H: -1.345 -5.203 1.355
H: 0.765 -4.432 2.380
H: 2.138 -3.164 3.239
Se: 2.733 -2.010 -2.658
Se: 4.907 -1.630 -2.307
Te: 5.137 0.401 -0.692
Se: 3.072 1.620 -1.002
C: 0.481 4.837 -0.012
C: 0.119 3.513 0.652
S: -0.368 2.308 -0.630
O: -0.157 0.933 0.005
C: -2.177 2.533 -0.662
C: -2.870 2.236 0.654
H: 0.831 5.545 0.737
H: -0.378 5.281 -0.515
H: 1.277 4.696 -0.744
H: -0.685 3.611 1.377
H: 0.981 3.049 1.130
H: -2.505 1.857 -1.453
H: -2.324 3.560 -1.003
H: -2.530 1.288 1.071
H: -3.943 2.167 0.482
H: -2.703 3.022 1.388

Atomic partial charges in e from the natural (NBO) method, atoms 1 to 4: number 1, Pt, carries 1.043; number 2, O, carries -0.622; number 3, C, carries 0.794; number 4, O, carries -0.604



ORCA calculation (ωB97M-V/def2-TZVPD) on a molecular structure, C11H15O8PY.

LUMO = -0.484 Eh
Charge = +3
Orbital gap = 7.0 eV

Atoms and positions in Å:
O: 2.707 -0.467 1.837
C: 1.627 -0.146 1.671
Y: -1.185 0.308 -0.041
O: 1.189 -2.210 -1.255
C: 0.491 -1.444 -0.765
C: -1.501 -0.590 -2.152
O: -1.638 -1.036 -3.207
C: 0.911 1.249 -1.025
O: 1.885 1.524 -1.585
C: -1.589 -1.698 1.356
O: -1.774 -2.670 1.939
C: 1.193 3.919 4.322
C: 1.056 3.091 3.088
O: 1.108 4.032 1.948
P: 0.269 3.970 0.552
O: -1.238 4.359 0.878
C: -1.802 4.840 2.150
C: -2.642 3.781 2.788
O: -2.541 1.781 -0.109
C: -3.511 2.565 -0.770
C: -4.829 1.825 -0.814
H: 1.980 4.664 4.224
H: 1.440 3.270 5.162
H: 0.263 4.431 4.563
H: 1.913 2.427 2.973
H: 0.141 2.481 3.096
H: -1.019 5.216 2.825
H: -2.442 5.675 1.857
H: -2.044 2.975 3.218
H: -3.222 4.217 3.608
H: -3.339 3.339 2.075
H: -3.165 2.777 -1.791
H: -3.561 3.491 -0.189
H: -5.252 1.699 0.191
H: -5.534 2.380 -1.436
H: -4.714 0.816 -1.236

Atomic partial charges in e from the natural (NBO) method, atoms 1 to 4: number 1, O, carries -0.340; number 2, C, carries 0.459; number 3, Y, carries 1.704; number 4, O, carries -0.279



ORCA calculation (ωB97M-V/def2-TZVPD) on a molecular structure, C11H16BCoN6OS5.

LUMO (alpha / beta) = 0.088 / 0.088 Eh
Charge = -1
Orbital gap (alpha / beta) = 4.7 / 4.7 eV
Expectation value of S² = 3.77
Multiplicity = 4

Atoms and positions in Å:
Co: -12.908 -0.023 2.151
C: -14.076 -4.052 2.348
C: -13.142 -3.043 2.143
N: -13.692 -1.811 2.262
N: -15.074 -2.071 2.632
C: -15.293 -3.380 2.626
B: -15.954 -0.795 3.000
N: -15.806 0.189 1.811
C: -16.711 0.453 0.834
C: -16.113 1.235 -0.166
C: -14.779 1.485 0.279
N: -14.567 0.849 1.460
N: -15.053 -0.075 4.091
C: -15.458 0.470 5.245
C: -14.340 1.182 5.796
C: -13.309 1.065 4.887
N: -13.716 0.312 3.840
H: -13.912 -5.142 2.314
H: -12.064 -3.169 2.007
H: -16.292 -3.753 2.950
H: -17.078 -1.139 3.327
H: -17.702 -0.045 0.864
H: -16.587 1.507 -1.111
H: -14.030 2.088 -0.174
H: -16.481 0.364 5.530
H: -14.327 1.707 6.753
H: -12.277 1.386 4.960
S: -11.841 0.177 -0.038
S: -9.910 0.088 0.032
S: -9.313 0.340 1.857
S: -11.004 0.159 3.108
C: -12.359 6.817 2.415
S: -12.955 5.181 1.895
C: -14.625 5.308 2.534
O: -13.086 5.198 0.417
H: -12.842 7.631 1.839
H: -11.276 6.689 2.161
H: -12.317 6.904 3.533
H: -15.083 6.149 1.938
H: -14.643 5.613 3.572
H: -15.096 4.358 2.261

Atomic partial charges in e from the natural (NBO) method, atoms 1 to 4: number 1, Co, carries 1.136; number 2, C, carries -0.389; number 3, C, carries 0.015; number 4, N, carries -0.399



ORCA calculation (ωB97M-V/def2-TZVPD) on a molecular structure, C11H16CeNO4S.

LUMO = -0.160 Eh
Charge = +1
Orbital gap = 7.5 eV

Atoms and positions in Å:
Ce: 0.861 -0.872 -0.030
O: -0.987 -2.028 0.215
N: -2.059 -1.459 -0.401
C: -3.228 -1.480 0.277
C: -4.362 -0.994 -0.301
C: -4.289 -0.484 -1.601
C: -3.083 -0.458 -2.259
C: -1.922 -0.945 -1.646
S: -0.384 -0.928 -2.455
H: -3.170 -1.911 1.264
H: -5.288 -1.021 0.253
H: -5.177 -0.106 -2.088
H: -2.987 -0.059 -3.257
C: -0.638 3.139 0.522
C: 0.467 2.105 0.475
C: 1.184 2.151 -0.875
C: 1.456 2.301 1.616
O: -0.135 0.791 0.625
H: -0.220 4.142 0.435
H: -1.178 3.068 1.466
H: -1.346 2.984 -0.293
H: 1.666 3.118 -1.008
H: 0.487 1.976 -1.695
H: 1.991 1.405 -0.941
H: 1.957 3.265 1.530
H: 2.232 1.527 1.618
H: 0.945 2.257 2.578
C: 4.477 -3.512 0.968
O: 3.750 -2.393 1.586
C: 2.735 -1.897 1.006
O: 2.290 -2.396 -0.101
H: 5.146 -3.869 1.740
H: 5.033 -3.136 0.115
H: 3.776 -4.281 0.662

Atomic partial charges in e from the Löwdin method, atoms 1 to 4: number 1, Ce, carries 1.289; number 2, O, carries -0.258; number 3, N, carries -0.151; number 4, C, carries 0.016



What energy relative to the best compared isomer or geometry (same formula, charge and spin) values result from the calculations? In sequence: 0.0, 312.2, 0.0, 0.0, 0.0, 0.0 kJ/mol.
What E_tot values result from the calculations? In sequence: -1142.56806, -558.02692, -8848.38228, -1408.65478, -4231.19574, -1657.53736 Ha.
What max |F| values result from the calculations? In sequence: 0.012, 0.103, 0.019, 0.150, 0.086, 0.060 hartree/bohr.